Entry from the Open Molecules 2025 dataset: 2 unconnected molecules or ions with the total composition C3H10N2S at a distorted geometry (ωB97M-V/def2-TZVPD).

```
16
Properties=species:S:1:pos:R:3:forces:R:3
C 0.321868 -0.282397 2.278166 0.8 -2.0 -0.6
C -0.707534 -0.533590 1.110943 1.6 1.1 0.4
S -2.424108 -0.247027 1.572451 -0.9 -0.9 0.1
H 0.453653 -1.074091 3.061115 -0.4 0.1 -0.9
H 0.041626 0.545362 2.843132 -0.6 1.7 0.8
H 1.349410 -0.057873 1.884498 -1.0 -0.3 0.0
H -0.582346 -1.508252 0.618948 0.0 0.6 0.0
H -0.488330 0.338584 0.444581 0.0 -1.3 0.1
N 0.168530 1.359171 -1.732407 0.1 0.2 0.7
C 1.047655 0.419312 -2.142953 -3.4 -2.5 -0.2
N 0.860148 -0.891896 -2.209842 -0.6 2.9 0.9
H -0.794438 1.242502 -1.442288 0.3 -0.5 0.0
H 0.515345 2.304756 -1.665982 0.1 0.3 0.0
H 1.763516 0.842732 -2.743410 2.2 1.1 -0.9
H 1.480489 -1.053417 -2.964713 1.3 -1.4 -0.7
H -3.005483 -1.403876 1.087762 0.5 0.7 0.3
```
Positions in Å, forces in eV/Å.

Properties
HOMO (spin up / spin down) in eV: 1.0 / -5.3
2S+1: 2
<S²>: 0.750
Largest force on an atom in eV Å⁻¹: 4.24
Charge: -1
Gap between HOMO and LUMO (spin up / spin down) in eV: 2.1 / 8.6
Energy relative to the best compared isomer or geometry (same formula, charge and spin) in eV: 1.2285

=====

Entry from the Open Molecules 2025 dataset: a molecular structure, C17H18BrF5KNO5STe (ωB97M-V/def2-TZVPD).

```
50
Properties=species:S:1:pos:R:3:forces:R:3
K -1.383295 -0.414169 -0.045316 -0.2 0.4 -0.2
N -1.235822 3.705800 1.420985 0.0 -0.1 0.0
C -1.978279 2.894693 2.254066 0.2 0.0 0.0
O -1.578683 2.596804 3.373622 -0.1 0.1 0.1
C -3.292921 2.452814 1.656360 0.0 0.0 -0.1
C -3.178455 2.030603 0.176822 0.0 0.1 0.0
H -0.255686 3.737897 1.661602 0.0 0.0 0.0
H -1.405048 3.474884 0.445306 -0.1 0.0 0.1
H -3.984000 3.301156 1.834941 0.0 0.0 0.1
H -3.646076 1.635377 2.288444 0.0 0.0 0.0
H -3.368569 2.912910 -0.460343 0.0 0.0 0.0
H -4.012122 1.348272 -0.038588 0.1 0.0 -0.1
C 0.209682 -5.278570 0.652671 0.0 0.0 0.0
S -0.111529 -3.510965 0.682426 -0.1 0.1 -0.3
O -0.833463 -3.217417 -0.601015 0.5 0.0 0.3
C 1.567660 -2.961582 0.417151 0.0 0.0 0.0
C 2.001849 -2.721491 -0.874704 0.0 0.0 0.0
C 3.274173 -2.208191 -1.069080 0.0 0.0 0.0
C 4.085985 -1.925917 0.018454 0.0 0.0 0.0
C 3.635698 -2.160942 1.308845 0.0 0.0 0.0
C 2.365982 -2.674712 1.513598 0.0 0.0 0.0
H 0.665238 -5.518424 -0.307857 0.0 0.0 0.0
H -0.760653 -5.758607 0.757125 0.0 0.0 0.0
H 0.872474 -5.536621 1.478505 0.0 0.0 0.0
H 1.318742 -2.884134 -1.698408 0.0 0.0 0.0
H 3.611644 -1.975486 -2.071100 0.0 0.0 0.0
H 5.051919 -1.464483 -0.135959 0.0 0.0 0.0
H 4.249287 -1.883168 2.155682 0.0 0.0 0.0
H 1.977089 -2.804782 2.517553 0.0 0.0 0.0
Br 1.242027 6.884296 -2.450936 0.0 0.0 0.0
C 1.443212 5.105848 -1.773868 0.0 0.0 0.0
C 0.332968 4.287236 -1.676700 0.0 0.0 0.0
C 0.495743 2.992391 -1.196353 0.1 0.1 0.0
C 1.744775 2.527725 -0.808959 0.0 -0.1 -0.1
C 2.836638 3.384155 -0.898346 0.0 0.0 0.0
C 2.701562 4.676283 -1.387478 0.0 0.0 0.0
C 1.946537 1.094451 -0.286485 -0.2 -0.1 0.3
O 3.055058 0.866210 0.230803 0.0 0.0 -0.1
O 0.966142 0.311302 -0.404709 0.6 0.4 -0.1
H -0.646457 4.647740 -1.960995 0.0 0.0 0.0
H -0.369438 2.356206 -1.083644 -0.1 -0.2 -0.1
H 3.796210 3.004718 -0.571219 0.0 0.0 0.0
H 3.553137 5.339601 -1.463523 0.0 0.0 0.0
F -5.230696 -2.498267 -1.448431 0.0 0.0 0.1
Te -3.761253 -3.127615 -0.434688 -0.6 -0.2 0.0
F -3.715166 -4.607546 -1.581835 -0.1 0.0 0.0
F -2.840894 -2.324189 -1.896721 0.2 -0.2 0.1
F -5.203593 -3.964397 0.471274 0.1 0.0 0.0
F -2.806066 -4.391271 0.676123 0.1 0.2 -0.2
O -3.403263 -1.756430 0.634900 -0.4 -0.4 0.2
```
Positions in Å, forces in eV/Å.

Properties
HOMO in eV: -0.4
2S+1: 1
Largest force on an atom in eV Å⁻¹: 0.72
Charge: -2
Gap between HOMO and LUMO in eV: 4.3
Energy relative to the best compared isomer or geometry (same formula, charge and spin) in eV: 3.6372

=====

Entry from the Open Molecules 2025 dataset: a molecular structure, C3H4ErLiO4 at a distorted geometry (ωB97M-V/def2-TZVPD).

```
13
Properties=species:S:1:pos:R:3:forces:R:3
O -1.610021 1.214171 -0.915747 -1.7 -0.9 -0.7
O -0.756970 -1.423295 0.191778 -2.4 0.3 -2.1
C 0.623194 -1.527696 0.197946 1.3 -0.3 0.0
C 1.256452 -0.135365 0.233343 0.2 0.0 0.8
O 0.530902 0.689180 -0.692759 -0.8 -0.1 -0.1
C -0.544750 1.322692 -0.196589 2.1 1.5 0.6
H 0.997246 -2.078311 1.085159 -0.3 0.2 -0.3
H 1.026861 -2.066260 -0.684192 -0.3 0.1 0.2
H 2.309833 -0.142572 -0.073140 -0.4 0.0 0.1
H 1.159233 0.300408 1.237545 0.1 0.0 -0.3
O -0.474128 2.126411 0.747657 -0.8 -0.9 -0.6
Er -2.168946 -0.942335 -1.409290 2.4 0.3 2.5
Li -2.348906 2.662974 0.278288 0.6 -0.1 0.1
```
Positions in Å, forces in eV/Å.

Properties
HOMO (spin up / spin down) in eV: -10.8 / -13.4
2S+1: 5
<S²>: 6.003
Largest force on an atom in eV Å⁻¹: 3.50
Charge: +1
Gap between HOMO and LUMO (spin up / spin down) in eV: 6.8 / 8.7

=====

Entry from the Open Molecules 2025 dataset: 2 unconnected molecules or ions with the total composition C33H49 at a distorted geometry (ωB97M-V/def2-TZVPD).

```
82
Properties=species:S:1:pos:R:3:forces:R:3
C 3.944199 1.409731 -5.923804 0.0 0.0 -0.1
C 3.144498 2.654516 -5.501277 -0.1 0.1 -0.2
C 2.127186 2.457366 -4.368529 -0.1 0.0 0.3
C 1.084328 1.358269 -4.636484 0.2 0.0 -0.4
C 0.511602 0.731824 -3.356260 -0.3 0.1 0.0
C 1.542361 0.185239 -2.400922 0.0 -0.1 -0.1
C 1.775514 0.811985 -1.257092 -0.2 -0.1 0.2
C 2.322258 -1.058952 -2.744358 0.1 -0.3 0.1
C 3.351032 -0.887674 -3.871876 0.1 0.1 -0.4
C 4.353956 0.251478 -3.619590 0.0 0.0 0.3
C 4.949840 0.864439 -4.894782 0.1 -0.1 -0.1
H 3.258793 0.614688 -6.230019 0.0 0.0 0.0
H 4.489707 1.646633 -6.848399 0.0 0.1 0.3
H 3.850237 3.450896 -5.229462 -0.1 -0.1 0.1
H 2.601845 3.040798 -6.374938 0.1 -0.1 0.0
H 2.649504 2.251351 -3.432232 -0.1 0.0 -0.2
H 1.607963 3.402184 -4.159056 0.0 -0.1 -0.2
H 0.280909 1.766239 -5.263881 0.0 0.0 0.3
H 1.514908 0.569119 -5.256376 0.0 0.1 0.1
H -0.084920 1.489383 -2.833851 0.1 0.0 0.0
H -0.197782 -0.064719 -3.609611 0.1 0.0 -0.2
H 2.512416 0.458264 -0.563261 0.4 -0.2 0.3
H 1.242030 1.701190 -0.983782 -0.2 0.4 0.1
H 2.844806 -1.405568 -1.844698 0.0 0.1 0.0
H 1.619339 -1.862786 -2.992754 0.0 0.0 -0.2
H 3.900426 -1.822705 -4.043442 -0.1 0.1 0.3
H 2.822573 -0.726981 -4.813847 0.1 0.0 0.2
H 3.884184 1.031426 -3.017155 0.0 -0.1 -0.1
H 5.157191 -0.114987 -2.966398 0.0 -0.1 -0.2
H 5.569530 0.096274 -5.377367 -0.1 0.1 -0.1
H 5.649375 1.667447 -4.626439 -0.1 -0.1 0.1
C -1.866275 2.253267 7.171262 0.1 0.1 0.3
C -2.074565 2.022627 5.710763 0.0 -0.1 0.0
C -3.068684 1.170126 5.269221 0.1 0.0 -0.1
C -3.291578 0.915896 3.922717 0.4 0.3 0.0
C -4.417013 -0.020431 3.611951 -0.3 -0.3 -0.3
C -2.477419 1.545420 2.966589 0.0 -0.2 -0.1
C -2.671430 1.346378 1.468808 0.5 0.3 -0.2
C -4.006240 1.916241 0.973419 -0.1 -0.2 -0.1
C -2.462582 -0.106762 0.996540 -0.2 0.5 0.5
C -1.158027 -0.717627 1.347848 -0.7 -0.7 -0.6
C -0.817735 -2.054046 1.205223 -0.1 0.2 0.0
C 0.503878 -2.475504 1.600649 0.3 -0.3 0.1
C 1.478936 -1.520505 2.205468 0.3 0.1 0.1
C 0.875828 -3.791369 1.446178 0.1 0.5 0.1
C 0.008769 -4.750324 0.934328 0.0 -0.1 0.0
C 0.444317 -6.166771 0.783716 -0.3 -0.3 -0.2
C -1.276164 -4.362085 0.573698 -0.2 0.3 0.0
C -1.715678 -3.062218 0.684251 -0.2 -0.3 0.0
C -3.128959 -2.803495 0.277435 -0.2 -0.2 -0.4
C -1.467998 2.419671 3.403054 -0.2 -0.1 0.3
C -0.585323 3.148432 2.442478 0.3 0.3 -0.1
C -1.284305 2.643002 4.760869 -0.1 -0.1 -0.1
H -1.044039 2.948587 7.349895 -0.1 0.0 0.0
H -2.762945 2.669910 7.635103 0.0 -0.1 0.0
H -1.627780 1.317997 7.682327 0.0 0.0 0.0
H -3.701943 0.691786 5.996344 -0.2 -0.2 0.2
H -4.612209 -0.139873 2.551513 -0.1 0.0 0.1
H -4.217852 -1.012809 4.018907 0.0 0.0 0.1
H -5.344970 0.335432 4.061227 0.0 0.0 0.0
H -1.884009 1.926065 0.966672 -0.3 -0.1 0.1
H -4.101877 2.976320 1.214385 0.1 -0.1 0.0
H -4.114165 1.802715 -0.107581 0.1 0.1 0.0
H -4.856992 1.412296 1.427670 0.0 0.1 0.0
H -3.257004 -0.716661 1.417828 0.1 -0.1 -0.1
H -2.598631 -0.147709 -0.090287 0.1 -0.1 0.0
H -0.412484 -0.040522 1.722212 0.3 0.2 0.2
H 2.407717 -2.024753 2.474874 -0.1 0.0 -0.1
H 1.736084 -0.719293 1.511660 0.0 0.1 0.0
H 1.082109 -1.074191 3.119046 0.0 0.1 0.0
H 1.864242 -4.097857 1.739784 0.3 0.0 0.1
H -0.353712 -6.784297 0.364536 0.1 0.1 0.1
H 1.305813 -6.238337 0.116405 0.1 0.1 0.1
H 0.724786 -6.593604 1.748928 0.1 0.1 0.0
H -1.957434 -5.108250 0.203394 -0.1 -0.1 -0.1
H -3.573523 -3.693432 -0.167924 0.2 -0.1 0.1
H -3.752490 -2.551944 1.136430 0.0 0.1 0.0
H -3.204327 -2.018062 -0.475093 -0.1 0.0 0.2
H 0.124201 3.791569 2.964355 -0.1 -0.1 0.0
H -0.000952 2.458391 1.832222 0.1 0.0 -0.2
H -1.169754 3.789910 1.781943 0.1 0.0 -0.1
H -0.517417 3.324330 5.088702 0.2 0.2 0.0
```
Positions in Å, forces in eV/Å.

Properties
HOMO in eV: -11.1
2S+1: 1
Largest force on an atom in eV Å⁻¹: 1.10
Charge: +1
Gap between HOMO and LUMO in eV: 5.9

=====

Entry from the Open Molecules 2025 dataset: a single C24H32N4O4 molecule at a distorted geometry (ωB97M-V/def2-TZVPD).

```
64
Properties=species:S:1:pos:R:3:forces:R:3
C 4.348474 3.606668 0.677417 -0.2 0.0 0.1
C 3.422832 2.518723 1.076631 0.2 -0.7 0.3
C 3.638178 1.264446 1.568546 -0.2 0.5 -0.2
C 2.327138 0.756829 1.768696 0.4 0.9 -0.4
N 1.938728 -0.470980 2.250827 -0.5 0.3 0.1
C 2.681186 -1.616117 2.171058 -0.2 -0.3 0.2
O 3.832351 -1.642208 1.802313 0.3 0.0 -0.1
C 1.886204 -2.857105 2.540406 0.0 -0.1 -0.1
C 0.869944 -3.185982 1.436036 0.1 0.1 0.3
C -0.317097 -2.235216 1.485295 0.1 -0.3 0.0
O -0.583525 -1.596492 2.493060 0.0 0.0 0.2
N -1.058898 -2.115033 0.360041 -0.3 0.2 -0.1
C -0.839527 -2.885434 -0.840454 0.3 -0.3 -0.4
C 0.304500 -2.389135 -1.746587 -0.4 0.0 0.4
O 0.662777 -3.056136 -2.693131 0.0 -0.3 -0.3
N 0.820316 -1.193416 -1.422310 0.0 0.3 0.1
C 1.865142 -0.556238 -2.189341 0.3 0.0 -0.1
C 1.658734 0.957228 -2.299813 0.0 0.0 -0.1
C 3.062392 1.548672 -2.509243 0.0 0.1 -0.1
C 4.055245 0.393288 -2.291107 0.0 -0.1 0.1
C 3.259233 -0.688651 -1.568445 0.0 0.0 -0.2
C -2.100699 -1.135923 0.333788 -0.3 0.3 0.1
C -1.816407 0.200019 0.580521 0.0 -0.2 -0.1
C -2.835545 1.134193 0.542649 0.0 -0.1 0.0
C -4.144029 0.766809 0.258537 0.1 0.1 0.0
C -5.241435 1.800894 0.225596 -0.2 -0.1 0.0
C -5.898409 1.857467 -1.155200 0.2 0.2 0.2
C -6.281420 1.517770 1.311839 0.2 0.2 -0.1
C -4.412330 -0.575990 0.018086 0.0 0.1 0.0
C -3.405592 -1.520599 0.057582 0.2 0.0 0.1
N 1.423619 1.641615 1.407193 -0.6 -1.0 0.4
O 2.100826 2.741931 0.983370 0.6 0.5 -0.2
H 4.724349 4.120701 1.561576 0.0 0.1 0.0
H 5.196679 3.197967 0.134043 0.0 0.0 -0.1
H 3.822649 4.327124 0.056030 0.0 0.1 -0.1
H 4.558673 0.757994 1.758377 0.2 -0.1 0.0
H 0.966773 -0.548278 2.544571 0.1 -0.1 0.0
H 1.356557 -2.694746 3.480454 0.0 -0.1 0.0
H 2.587203 -3.683747 2.652730 0.0 0.1 0.0
H 1.359916 -3.148610 0.462335 0.0 -0.1 0.0
H 0.493430 -4.201429 1.588153 0.0 0.0 -0.1
H -1.745084 -2.840923 -1.451406 0.1 -0.1 0.1
H -0.653288 -3.938192 -0.611099 0.0 0.1 -0.1
H 0.485612 -0.699961 -0.607827 -0.1 -0.1 -0.1
H 1.859110 -1.029330 -3.175992 0.0 0.1 0.1
H 1.226900 1.327241 -1.367865 0.0 0.0 0.1
H 0.975435 1.215041 -3.107142 -0.1 0.0 0.0
H 3.169906 1.964344 -3.510292 0.0 0.1 0.0
H 3.241475 2.354347 -1.799204 0.0 0.1 0.0
H 4.398660 0.010619 -3.252688 0.1 0.0 0.0
H 4.928561 0.703941 -1.720226 0.1 0.0 0.0
H 3.212488 -0.480170 -0.499462 0.0 0.0 0.1
H 3.680138 -1.682791 -1.703863 0.0 -0.1 0.1
H -0.813455 0.522940 0.822269 0.1 0.0 0.0
H -2.599988 2.169815 0.738401 0.0 0.1 0.0
H -4.792630 2.778955 0.430080 0.0 -0.1 0.0
H -6.393749 0.918346 -1.388469 -0.1 -0.1 0.0
H -6.640661 2.651915 -1.184613 -0.1 0.1 0.0
H -5.152310 2.052301 -1.922485 0.0 0.0 -0.1
H -6.782192 0.569946 1.131152 -0.1 -0.1 0.0
H -7.032081 2.304728 1.327349 -0.1 0.1 0.0
H -5.804930 1.473324 2.288514 0.0 0.0 0.1
H -5.420753 -0.896908 -0.194828 -0.1 0.0 0.0
H -3.636274 -2.562392 -0.112429 0.0 -0.1 0.0
```
Positions in Å, forces in eV/Å.

Properties
Structure (SMILES): Cc1cc(NC(=O)CCC(=O)N(CC(=O)NC2CCCC2)c2ccc(C(C)C)cc2)no1
HOMO in eV: -8.8
2S+1: 1
Largest force on an atom in eV Å⁻¹: 1.23
Charge: 0
Gap between HOMO and LUMO in eV: 9.6
Energy relative to the best compared isomer or geometry (same formula, charge and spin) in eV: 2.1537

=====

Number 1: electronic energy -17086.2528 eV. Number 2: electronic energy -147734.5631 eV. Number 3: electronic energy -39186.1305 eV. Number 4: electronic energy -35009.5871 eV. Number 5: electronic energy -39559.1583 eV.